{
  "formula": "C13H21Cl6F2NO8",
  "method": "ωB97M-V/def2-TZVPD",
  "de_lowest_ev": 0.0000,
  "lumo_ev": 0.13,
  "homo_ev": -10.7,
  "charge": 0,
  "elements": ["H", "H", "Cl", "O", "Cl", "O", "H", "C", "F", "H", "C", "C", "O", "C", "H", "C", "H", "H", "H", "O", "H", "O", "C", "C", "C", "Cl", "H", "H", "H", "H", "H", "C", "C", "Cl", "H", "H", "H", "H", "C", "O", "C", "C", "H", "O", "H", "Cl", "H", "F", "N", "Cl", "O"],
  "xyz": [[-1.343357, -4.655902, 26.520531], [-2.546495, -3.633321, 25.663298], [0.820267, -2.575774, 25.444854], [7.114996, -2.194869, 27.168319], [-1.439267, -3.597262, 29.165970], [6.935222, -3.293739, 23.759968], [2.910021, -3.136070, 26.271511], [5.021510, -3.508675, 20.967614], [2.318609, -9.205258, 24.709189], [-3.057204, -2.514004, 27.835969], [4.026723, -3.782689, 22.086713], [-2.095802, -2.982076, 27.632610], [-1.267438, -10.395098, 22.473051], [1.673524, -1.657978, 28.838699], [-0.045296, -9.825412, 26.487617], [2.410259, -3.358702, 25.331552], [3.257464, -3.016538, 22.203172], [6.437178, -4.674460, 26.004004], [5.088964, -4.542577, 27.186017], [0.538571, -9.374852, 23.355190], [5.269851, -4.431532, 20.441384], [6.151409, -2.975863, 21.671992], [0.264048, -10.137960, 25.495822], [-0.612119, -10.102409, 23.411989], [6.089201, -3.375422, 22.947015], [-3.550591, -5.223364, 27.072548], [0.695586, -8.052917, 24.923823], [6.833458, -4.547618, 27.708808], [2.056575, 0.262708, 27.933116], [-1.423948, -2.215367, 27.253910], [3.008480, -2.839395, 24.585808], [2.604169, -0.584719, 28.333968], [0.969040, -9.074716, 24.667037], [3.692347, 0.046474, 29.584868], [1.164821, -1.404100, 29.767244], [2.097608, -5.087710, 24.065913], [3.213908, -1.028336, 27.544762], [0.883684, -11.035546, 25.551468], [6.108941, -4.258634, 26.957293], [4.828825, -3.889056, 23.218861], [2.405685, -4.841500, 25.076537], [-2.263992, -4.089319, 26.609927], [0.896746, -1.863853, 28.107433], [5.186564, -2.291955, 26.209604], [4.704592, -2.762241, 20.246404], [2.532060, -3.186818, 29.164927], [3.387538, -5.228187, 25.324842], [3.369738, -4.964472, 21.895534], [6.140759, -2.793006, 26.780216], [1.256422, -5.703290, 26.160422], [-0.896940, -10.415718, 24.700712]],
  "forces_ev_per_angstrom": [[0.023, 0.007, -0.190], [0.059, -0.141, -0.094], [-0.224, -0.024, -0.397], [-0.068, 0.033, -0.001], [0.072, 0.059, 0.056], [0.422, 0.008, 0.292], [-0.131, -0.154, 0.076], [-0.016, 0.362, -0.166], [0.064, 0.040, 0.094], [0.020, -0.039, 0.118], [-0.249, -0.028, -0.480], [-0.380, -0.076, -0.164], [-0.038, -0.009, -0.009], [-0.434, 0.153, 0.436], [-0.018, 0.097, -0.030], [0.665, 0.391, 0.642], [0.050, 0.021, 0.162], [-0.194, 0.056, -0.046], [-0.013, -0.074, 0.082], [-0.087, 0.149, 0.027], [0.138, -0.032, 0.156], [0.046, -0.394, -0.231], [-0.112, -0.077, -0.150], [-0.008, 0.013, 0.118], [-0.747, -0.175, 0.149], [-0.116, -0.089, 0.011], [0.171, 0.072, -0.039], [-0.132, 0.131, 0.204], [-0.151, -0.015, 0.006], [0.143, -0.091, -0.017], [-0.195, -0.078, -0.159], [0.063, -0.418, -0.304], [-0.211, -0.267, -0.028], [0.090, -0.032, 0.119], [0.164, 0.181, -0.005], [0.169, -0.083, -0.040], [0.105, 0.283, 0.016], [0.040, 0.053, 0.054], [0.286, -0.333, -0.250], [0.432, 0.238, 0.093], [-0.655, -0.006, 0.173], [0.180, 0.390, 0.265], [0.148, -0.091, -0.166], [-0.009, 0.058, 0.082], [-0.142, 0.017, 0.051], [0.100, -0.103, -0.095], [0.114, -0.080, -0.304], [0.111, -0.069, -0.057], [0.110, 0.209, -0.072], [0.150, 0.039, 0.067], [0.197, -0.078, -0.053]]
}